P) The following is a DFT calculation (ωB97M-V/def2-TZVPD) of a molecular structure, C29H45Ge2N6OPtS.

```
! RIJCOSX wB97M-V def2-TZVPD def2/J DEFGRID3
* xyz 1 3
C -4.2058 -4.9278 1.6247
Pt 0.1293 0.3464 -0.4490
H -3.4039 -4.9308 4.9069
C -3.4340 -4.6155 3.8720
C -0.9841 3.0334 -2.7817
H 1.0953 2.9098 -2.2460
H -1.8788 -4.7685 -1.0496
H -2.0785 -3.0054 4.1975
C -2.6861 -0.8021 -1.3880
C 1.4417 -0.7541 4.1634
H 2.4256 -0.9869 4.5729
C -1.4611 -0.9771 2.5386
C -1.0620 4.9302 0.0647
C -4.2008 -5.3211 2.9529
C 0.4044 4.8732 -0.3949
C -1.4581 3.0599 -1.3672
N 4.7846 2.0655 3.0043
H -4.6061 -1.0830 -2.3120
H 0.8578 3.9395 -0.0484
N 2.7502 -1.6693 -2.8823
N 2.8900 0.5600 -3.5967
S 0.5044 -0.2896 -2.8721
H 2.1003 -2.3093 -2.4597
H -1.4167 5.9557 0.1464
C -1.1614 2.2053 4.0544
C -2.7125 -3.0879 2.1392
H 4.5797 0.4642 -4.8700
Ge -1.3655 -1.6711 -0.1654
H -1.6361 3.6479 -3.4059
H 0.8743 -1.6856 4.1126
H 3.9477 -3.2918 -3.3289
C 0.5891 4.9724 -1.9248
H -2.9031 0.1863 -0.9846
H -1.2000 4.4527 1.0308
H -1.5058 3.2011 4.3381
H -2.0973 4.8848 -1.7217
H -1.7257 -1.0339 3.5938
H -0.3202 1.9574 4.7039
C -2.6936 -3.5179 3.4696
O -1.2816 2.1457 -0.5483
H -0.9408 2.0250 -3.1836
H 2.1669 0.8036 2.8509
H 0.0426 2.8626 2.3705
H 0.9404 -0.0981 4.8772
H -4.5482 -1.6840 -0.6616
H 0.6466 -3.0934 -0.5107
H 0.7821 3.8059 -3.7341
N 1.8997 1.4226 -0.2993
H -0.9985 -4.7704 0.4753
C 2.2240 -0.4771 -3.1098
H 4.3557 -1.8425 -4.2347
H 2.2958 1.3509 -3.7748
H 4.9193 0.1896 -3.1403
H 4.8197 -1.9801 -2.5193
H -0.2205 -5.3520 -0.9949
C 4.3183 0.7474 -3.8513
H -0.3109 -3.0230 -1.9833
H -0.0764 5.7384 -2.3397
C 4.2004 1.0530 0.7133
H 2.0820 -0.7841 2.0993
H -1.9713 1.5073 4.2742
C -3.4608 -3.8272 1.2272
C 1.5675 -0.1038 2.7834
H -4.7759 -6.1813 3.2695
H -3.4636 -3.5490 0.1799
C -0.9009 -4.5976 -0.5968
Ge -0.1775 0.3793 2.0142
N -1.9156 4.2680 -0.9446
C 0.4373 3.6523 -2.7096
H -2.1752 -0.6669 -2.3429
H 1.5990 5.3362 -2.1181
H 4.5373 1.8045 -3.7163
C -0.7721 2.1616 2.5744
N 5.8112 -0.3899 -0.6740
C 2.9588 1.2551 0.1891
C 4.5449 1.6119 1.9735
H -3.7883 -2.6025 -1.9726
C 4.0579 -2.2128 -3.2568
H -1.6145 2.4456 1.9439
C -3.9766 -1.5996 -1.5846
H 0.9543 5.6798 0.0921
C 5.1079 0.2575 -0.0308
H -4.7849 -5.4789 0.8946
C -0.3695 -3.1983 -0.9071
C -1.9231 -1.9081 1.6995
*
```

Results
LUMO (spin up / spin down) in eV: -2.33 / -5.68
HOMO energy (spin up / spin down) in eV: -10.890 / -10.962


Q) The following is a DFT calculation (ωB97M-V/def2-TZVPD) of a molecular structure, C29H45Ge2N6OPtS.

```
! RIJCOSX wB97M-V def2-TZVPD def2/J DEFGRID3
* xyz 1 3
C 2.8396 -1.8330 0.1144
H -2.1358 4.3541 0.8791
H 1.3810 1.2330 4.3359
C -0.0805 4.2443 -2.4433
H -0.0735 -5.2762 -1.3346
H -6.6221 0.5290 1.5318
H -2.0346 -1.2499 0.8976
H 3.5777 -2.6182 -0.0247
C 5.3052 -1.6242 1.7215
C -1.3487 -2.3965 -4.4927
H -2.6110 5.0484 -1.8939
H -0.7615 4.5963 -3.2166
C 6.3966 -1.5722 2.5690
H 2.0489 2.3793 -0.2071
H -4.9237 1.1037 -0.1993
N -3.0072 -1.3407 0.6224
S -1.3323 1.8956 0.5887
H 5.2634 0.7366 4.7630
H -4.2584 0.2887 2.2821
H 3.4391 2.7368 2.5086
O -2.3905 -0.4541 -1.3537
C 0.6041 -4.4327 -1.4798
H -6.6386 -1.1329 0.9871
C -3.9800 -1.7349 1.6412
C -3.1868 -0.7976 -4.5505
H 3.1459 -3.4273 -2.8662
C 0.0077 -3.1566 -0.8782
H 0.0986 -1.0242 2.6841
C -0.9909 -0.0938 -3.7738
H 4.2261 2.0575 1.0905
Ge 1.4754 0.3985 1.1639
N -1.8096 4.3770 -0.0732
C -1.2547 3.2330 -0.4909
H -5.3312 -0.8746 3.0450
H 3.6216 -2.3265 -4.1526
H 4.0866 -1.9857 -2.4889
H 1.2155 -1.9335 -3.5942
C 6.3871 -0.7287 3.6734
H 7.2421 -0.6879 4.3352
H -0.4956 0.6272 2.7176
H 0.1948 5.0697 -1.7915
C -2.3313 5.4461 -0.9212
C -1.8376 -1.0952 -4.2931
C 4.1707 -0.8387 1.9554
C 2.9867 -0.8906 1.0553
H -0.2000 -3.2817 0.1857
H -4.5750 -2.5721 1.2669
N -0.9440 -3.4677 -4.6385
H 0.8230 3.8733 -2.9211
N -0.2845 0.6981 -3.3246
H -0.3543 2.2158 -1.9278
Ge 1.3391 -1.6791 -1.0718
H -0.9290 -2.8928 -1.3733
H 0.7723 -4.3319 -2.5524
H -6.3976 0.4440 -0.8813
H 1.8247 -0.4752 4.3867
C -4.7218 -0.8749 -1.0428
C 2.0634 2.2673 0.8818
H 0.2486 0.0448 4.9621
H 1.2682 2.9081 1.2697
N -4.2962 -0.5511 -4.7485
H 2.1632 -0.5184 -3.1707
C -5.9946 -0.2545 1.1034
H 7.2629 -2.1879 2.3653
Pt -0.3416 -0.0151 -0.4624
H 5.3468 -2.2756 0.8593
C 5.2799 0.0674 3.9123
H -1.6214 6.2609 -1.0494
H -4.7232 -0.6597 -2.1085
H 3.6539 3.7232 1.0728
H 3.3393 0.6495 3.2488
H -3.2278 5.8407 -0.4495
C 1.0058 0.2167 4.1948
C -4.8812 -0.5910 2.0914
C 3.4202 2.7145 1.4191
C 1.9968 -1.5680 -2.9245
N -0.6404 3.1484 -1.6603
H -3.3974 -2.1104 2.4804
H -5.1752 -1.8587 -0.8939
C -5.5249 0.1918 -0.2782
C 0.4078 0.0205 2.8027
C 4.1904 0.0122 3.0558
C -3.2919 -0.8958 -0.5981
H 1.5543 -4.6904 -1.0080
C 3.2833 -2.3738 -3.1166
*
```

Results
LUMO (spin up / spin down) in eV: -1.97 / -6.15
HOMO energy (spin up / spin down) in eV: -10.485 / -10.530


Most stable structure - Q); separation to the second - 0.637 eV.


P) The following is a DFT calculation (ωB97M-V/def2-TZVPD) of 3 unconnected molecules or ions with the total composition C3H10O4.

```
! RIJCOSX wB97M-V def2-TZVPD def2/J DEFGRID3
* xyz 0 1
C -0.2816 -0.8324 0.3161
C -0.4177 0.1660 -0.8309
O 0.3800 4.4520 1.7554
H -0.2881 3.9653 1.2780
O -0.2058 1.4753 -0.4631
H -0.6637 -1.7987 0.0181
H 0.6099 1.4495 0.0580
H 1.8003 -0.2046 0.5456
O -0.7165 -0.2783 -1.9015
H -1.8852 -3.2812 -1.9347
H -0.9667 -0.3733 1.0417
C 1.1092 -0.9149 1.0107
H 1.4586 -1.9230 0.8159
O -1.0327 -3.1793 -2.3882
H 1.2494 4.2048 1.4395
H -1.0739 -2.3115 -2.7970
H 0.9246 -0.6156 2.0364
*
```

Results
LUMO in eV: 0.25
HOMO energy in eV: -10.547
SMILES: CCC(=O)O.O.O


Q) The following is a DFT calculation (ωB97M-V/def2-TZVPD) of 3 unconnected molecules or ions with the total composition C3H10O4.

```
! RIJCOSX wB97M-V def2-TZVPD def2/J DEFGRID3
* xyz 0 1
H 0.1530 -0.7020 2.5195
H -0.7986 0.6380 0.1201
H -1.9565 0.8281 1.3483
C 1.9306 0.6320 0.2091
H 2.8922 0.1190 0.2555
O 0.7049 -1.4234 0.3965
H -0.0988 -1.4529 -0.7905
O -0.0005 -0.2332 -2.3648
C 0.8721 -0.2462 0.8170
O 0.7478 -0.0349 2.1431
H -2.1957 -0.5672 0.2705
H 2.0033 1.5699 0.7548
O -0.7787 -1.2039 -1.6673
C -1.9727 0.4853 0.3146
H -0.4545 -0.1814 -3.2170
H -2.7256 0.9961 -0.2728
H 1.6777 0.7768 -0.8366
*
```

Results
LUMO in eV: 0.08
HOMO energy in eV: -8.722
SMILES: CC(=O)O.OO.C


R) The following is a DFT calculation (ωB97M-V/def2-TZVPD) of 3 unconnected molecules or ions with the total composition C3H10O4.

```
! RIJCOSX wB97M-V def2-TZVPD def2/J DEFGRID3
* xyz 0 1
C -0.6621 -1.5294 -0.1468
H -1.5117 1.6462 0.1280
C -1.8907 0.6336 0.2102
O 2.5819 5.9787 1.6512
C -1.3262 -0.3549 -0.8563
H -2.9471 0.7304 -0.0565
H 1.1058 -2.1338 -0.4292
H -0.5232 0.0998 -1.4262
H 2.9457 5.6079 0.8505
O -1.2002 -2.4843 0.3257
H 0.6960 -4.1086 -1.3419
O 0.6931 -1.3562 0.0171
H -2.1236 -0.7733 -1.4590
H -1.8676 0.1974 1.2014
H 3.3318 6.3269 2.1603
O 1.4363 -3.9236 -0.7578
H 1.2618 -4.5569 -0.0706
*
```

Results
LUMO in eV: 0.59
HOMO energy in eV: -10.177
SMILES: CCC(=O)O.O.O


S) The following is a DFT calculation (ωB97M-V/def2-TZVPD) of 3 unconnected molecules or ions with the total composition C3H10O4.

```
! RIJCOSX wB97M-V def2-TZVPD def2/J DEFGRID3
* xyz 0 1
O -3.1784 0.4009 -2.4557
H -1.0910 2.3410 -1.2701
C 1.0379 -1.0905 1.5543
H 1.8139 -1.0958 2.3144
H -2.6602 -0.3760 -2.5554
O 2.3416 -1.4328 -0.9917
O -0.2685 -0.8848 2.1370
H -3.8130 0.1878 -1.7645
O -1.1536 2.4300 -0.3215
H 1.6676 0.9387 1.0604
H 0.8701 -1.9670 0.9368
C 1.3154 0.0264 0.5579
H 0.3923 0.3901 0.1073
C 2.3747 -0.3603 -0.4636
H -1.7575 1.8044 0.0802
H 2.7852 0.4392 -1.1093
H -0.6765 -1.7512 2.1837
*
```

Results
LUMO in eV: 0.33
HOMO energy in eV: -9.896
SMILES: O=CCCO.O.O


Most stable structure - R); separation to the second - 0.279 eV.


P) The following is a DFT calculation (ωB97M-V/def2-TZVPD) of 2 unconnected molecules or ions with the total composition C3H10NO.

```
! RIJCOSX wB97M-V def2-TZVPD def2/J DEFGRID3
* xyz 1 1
N -4.0546 1.1198 -1.1105
H -5.5203 2.7504 -1.6905
H -3.7708 3.0964 -1.3296
H 5.1419 -1.0611 2.1607
O 3.1227 -1.8039 1.1109
H 4.2821 -3.2248 0.0542
C -4.6724 2.5811 -1.0179
C 4.2426 -2.3866 0.7724
H -3.3196 1.2560 -1.8537
H -3.3861 0.9494 -0.3427
H -4.6917 0.2319 -1.2059
H -4.8520 2.8441 0.0266
H 5.9252 -2.6350 2.1995
H 6.0872 -1.7706 0.6891
C 5.4657 -1.9470 1.5371
*
```

Results
LUMO in eV: -4.25
HOMO energy in eV: -11.587


Q) The following is a DFT calculation (ωB97M-V/def2-TZVPD) of 2 unconnected molecules or ions with the total composition C3H10NO.

```
! RIJCOSX wB97M-V def2-TZVPD def2/J DEFGRID3
* xyz 1 1
H 0.1340 1.8754 -0.7071
H 0.8092 1.7082 1.0580
O -2.2992 -1.4326 -0.5550
H -2.5859 -2.0658 -1.1990
C 2.0048 1.0829 -0.6731
C 0.6406 1.3050 0.0635
H -0.7543 -1.2656 1.6906
C 0.0971 -0.7922 1.2165
H 1.8465 0.9048 -1.7263
N -0.0446 0.0435 0.2296
H 2.6753 0.3560 -0.2299
H 1.0777 -0.6396 1.6844
H 2.5551 2.0156 -0.5379
H -0.4163 -0.5124 -0.5624
H -3.0426 -0.8441 -0.3757
*
```

Results
LUMO in eV: -5.83
HOMO energy in eV: -15.790


R) The following is a DFT calculation (ωB97M-V/def2-TZVPD) of a gas-phase ion, C3H10NO (charge +1).

```
! RIJCOSX wB97M-V def2-TZVPD def2/J DEFGRID3
* xyz 1 1
C 1.0443 1.1051 -0.0424
H 1.9731 1.5007 0.2605
N -1.3413 -1.1268 -0.3197
H -1.6347 -0.5403 1.5835
H -1.7256 0.9309 0.4249
H -1.9030 -0.8092 -1.1964
O 1.3637 0.0112 -1.0701
H 0.4640 1.8018 -0.6969
H -1.9152 -1.9222 -0.1306
H -0.4150 -1.4362 -0.6525
C 0.3152 0.2498 1.0037
C -1.1615 -0.0632 0.7116
H 0.1907 0.7809 2.0123
H 1.3252 0.3825 -2.0163
H 0.9323 -0.6402 1.1723
*
```

Results
LUMO in eV: -3.73
HOMO energy in eV: -14.765
SMILES: [NH3+]CCCO


Most stable structure - R); separation to the second - 0.963 eV.